10
Properties=species:S:1:pos:R:3 method="wB97M-V/def2-TZVPD" de_lowest_ev=3.390 max_force_ev_per_a=2.66 gap_ha="0.27070 / 0.26858" spin_multiplicity=1 homo_energy_ev="-5.1 / -5.1" lumo_ev="2.30 / 2.26" charge=-1 e_tot_ev=-155441.6267
C -0.06040 1.90649 -0.47366
C 0.51749 0.05774 0.12594
C -0.57275 -0.62241 0.83468
O 0.74193 2.65028 -0.06489
O -0.95357 1.57591 -1.14101
F 1.18785 -1.77553 -2.48009
F -1.50106 -1.17197 0.05464
F -1.24444 0.28467 1.65601
Br 1.87853 -0.84475 -0.58119
Br 0.00642 -2.06043 2.06958

60
Properties=species:S:1:pos:R:3 method="wB97M-V/def2-TZVPD" de_lowest_ev=0.057 max_force_ev_per_a=1.55 gap_ha=0.17991 spin_multiplicity=1 homo_energy_ev=-10.3 lumo_ev=-5.36 charge=+1 e_tot_ev=-116496.4609
C -2.24550 -2.81725 3.18982
S -1.08051 -1.99352 2.03854
C -1.00346 -3.30443 0.77300
C -2.04168 -0.87221 1.20763
C -1.89323 0.52503 1.44483
C -2.97219 1.44838 0.91960
C -4.18509 0.98020 0.39114
C -5.12869 1.85257 -0.15898
C -4.87474 3.22961 -0.15814
Br -6.15783 4.40127 -0.89647
C -3.71140 3.72601 0.45114
C -2.75990 2.83623 0.95411
O -0.90283 0.98845 2.05268
H -1.71690 -3.62093 3.71340
H -2.58558 -2.06359 3.90408
H -3.07827 -3.20949 2.60336
H -0.30654 -4.04441 1.17433
H -1.99972 -3.72574 0.62668
H -0.61213 -2.86517 -0.14621
H -2.74945 -1.27403 0.49126
H -4.38420 -0.08697 0.41313
H -6.05292 1.46099 -0.57182
H -3.54037 4.79289 0.52864
H -1.83123 3.22027 1.36560
C 3.08124 -4.30278 -4.33068
O 2.93795 -4.31502 -2.90337
C 2.43106 -3.21166 -2.29927
C 2.35888 -3.28949 -0.89031
C 1.90205 -2.21141 -0.17227
C 1.52067 -0.99851 -0.81058
C 1.24575 0.19596 -0.05801
C 0.61328 1.37962 -0.61225
C 1.05594 2.51890 0.13735
C 0.78494 3.81479 -0.28320
C 0.03202 3.98185 -1.45045
C -0.48921 2.86884 -2.13250
C -0.21551 1.56296 -1.71348
C 1.89352 2.04385 1.21971
C 1.98473 0.60744 1.12891
C 2.85892 -0.05734 1.98231
C 3.60007 0.68354 2.91409
C 3.53542 2.08765 2.95456
C 2.66721 2.77888 2.10050
C 1.55921 -0.96967 -2.23322
C 2.00085 -2.04679 -2.97926
H 3.45470 -5.30752 -4.52377
H 2.12061 -4.13626 -4.83720
H 3.80466 -3.54789 -4.67032
H 2.71351 -4.21433 -0.42881
H 1.82229 -2.29800 0.90838
H 1.17871 4.64431 0.30582
H -0.18595 4.98491 -1.81551
H -1.10528 3.01473 -3.01823
H -0.62480 0.68489 -2.21115
H 2.96066 -1.13382 1.90175
H 4.25239 0.15293 3.60424
H 4.14220 2.63822 3.67303
H 2.57599 3.86702 2.08406
H 1.28652 -0.06846 -2.77994
H 2.05918 -1.98651 -4.07227

12
Properties=species:S:1:pos:R:3 method="wB97M-V/def2-TZVPD" de_lowest_ev=5.937 max_force_ev_per_a=6.86 gap_ha=0.31320 spin_multiplicity=1 homo_energy_ev=-7.9 lumo_ev=0.62 e_tot_ev=-9704.6465
C -0.32143 0.46937 0.07672
C 1.07249 1.15526 0.09352
C 2.02127 0.24323 -0.11485
H -2.04452 -1.17766 0.41208
H -3.18891 0.07965 0.05527
H 1.30744 2.27957 0.41676
H 3.04539 0.27948 -0.31104
H 2.12850 -1.64862 0.34854
N -2.38604 -0.39016 -0.16007
N -1.57702 0.83622 -0.08436
N 1.41466 -0.93724 -0.19960
O -0.00539 -0.94766 0.23178

59
Properties=species:S:1:pos:R:3 method="wB97M-V/def2-TZVPD" de_lowest_ev=0.000 max_force_ev_per_a=1.09 gap_ha=0.28399 spin_multiplicity=1 homo_energy_ev=-8.0 lumo_ev=-0.25 e_tot_ev=-52433.1825
O -2.70834 4.12344 0.33568
C -2.86926 3.08803 -0.16443
N -3.08649 1.96036 -0.64182
O -1.91204 1.15770 -0.56261
C -1.75030 0.42254 -1.69361
O -2.15641 0.67555 -2.76404
O -1.02844 -0.67474 -1.39061
P 0.20916 -0.56576 -0.25064
P -0.56663 -1.76633 1.41632
O -0.04600 -1.27523 2.69435
O -0.16885 -3.30638 1.22637
O -2.14364 -1.64498 1.20704
H 1.12598 -1.49725 -0.77167
H -0.68436 -3.75457 0.54239
H -2.62440 -2.16317 1.87048
C -1.68504 1.80272 2.93829
C -0.92561 2.97962 3.52753
N -1.61363 3.60605 4.64320
C -1.02565 4.87207 5.04026
C 0.39881 4.86755 5.61159
C -1.99197 2.71270 5.72492
C -0.88270 1.91431 6.42483
H -2.69095 2.10326 2.63414
H -1.15495 1.42644 2.06213
H -1.76719 0.97186 3.63762
H -0.80573 3.74412 2.75411
H 0.09075 2.64185 3.78567
H -1.69711 5.34275 5.76396
H -1.03911 5.52180 4.15943
H 0.42954 4.49447 6.63438
H 0.78483 5.88892 5.63044
H 1.08104 4.27073 5.00577
H -2.72501 2.00371 5.33365
H -2.53861 3.30377 6.46439
H -0.17450 1.49096 5.71135
H -1.32313 1.08238 6.97765
H -0.32675 2.51818 7.14066
C 3.03415 -5.13167 -4.71662
C 1.84320 -4.21912 -4.46823
N 2.22158 -2.84286 -4.19827
C 1.12221 -2.03303 -3.70732
C -0.06957 -1.76622 -4.63550
C 3.07276 -2.21758 -5.19689
C 2.55304 -2.13623 -6.63902
H 3.73273 -5.09415 -3.87975
H 2.68945 -6.16019 -4.83005
H 3.57186 -4.86825 -5.62749
H 1.30431 -4.58261 -3.58840
H 1.14480 -4.31175 -5.31557
H 1.53207 -1.07279 -3.37584
H 0.74583 -2.52477 -2.80309
H 0.16774 -1.03068 -5.40267
H -0.90049 -1.36264 -4.05545
H -0.41783 -2.67739 -5.12320
H 4.02547 -2.75116 -5.20648
H 3.31641 -1.21334 -4.84092
H 2.08649 -3.06988 -6.95638
H 3.38552 -1.94035 -7.31735
H 1.83098 -1.33276 -6.77470

83
Properties=species:S:1:pos:R:3 method="wB97M-V/def2-TZVPD" de_lowest_ev=0.000 max_force_ev_per_a=3.99 gap_ha="0.22265 / 0.08557" spin_multiplicity=5 homo_energy_ev="-11.9 / -11.9" s2=6.03 lumo_ev="-5.89 / -9.62" charge=+2 e_tot_ev=-69744.1642
Pd -0.15042 -2.76248 3.53000
C -0.82062 2.21184 3.69460
C -1.31811 1.32932 2.80760
C -1.13122 1.21803 1.33468
C 0.04246 0.34969 0.80252
C 1.36273 0.57148 1.45150
C 1.75511 1.65210 2.13375
C 1.06360 2.98369 2.16741
C 0.29129 3.19030 3.48388
C 1.65756 -2.21587 4.04237
H -1.27194 2.22268 4.69300
H -1.93215 0.51504 3.22088
H -1.10408 2.17990 0.81896
H -2.04556 0.73438 0.96601
H -0.21820 -0.72451 0.83320
H 0.16307 0.55879 -0.27926
H 2.01038 -0.30867 1.45910
H 2.73120 1.61937 2.63321
H 0.38135 3.13991 1.31930
H 1.84707 3.76278 2.14729
H 0.97486 3.08304 4.34303
H -0.06593 4.23053 3.55855
H 1.97348 -2.29401 5.09175
H 1.45390 -1.16973 3.72586
H 2.28439 -2.73592 3.29857
P 1.47471 -0.99472 -2.63370
P -2.06109 -0.57287 -2.46635
N 2.80527 0.11275 -2.94219
N 2.18299 -2.26257 -3.72398
N -2.26035 1.15759 -2.75659
N -3.63421 -0.95450 -3.20920
C 0.35491 -0.21928 -3.91219
C -1.02828 -0.88310 -3.98200
C 3.82196 0.32929 -2.00106
C 4.83012 1.07084 -2.60428
C 4.44170 1.30237 -3.95782
C 3.21037 0.69887 -4.14700
C 2.34556 -3.58526 -3.29348
C 2.77432 -4.35846 -4.36769
C 2.85234 -3.49642 -5.50865
C 2.50469 -2.21962 -5.08024
C -2.31627 2.08331 -1.70556
C -2.17501 3.37087 -2.21684
C -2.03683 3.25002 -3.63575
C -2.11586 1.89442 -3.93595
C -4.39251 -0.31446 -4.19830
C -5.45259 -1.13901 -4.55245
C -5.32942 -2.34004 -3.78422
C -4.21024 -2.21033 -2.98505
H 0.80694 -0.26859 -4.91793
H 0.28172 0.84761 -3.62970
H -1.56438 -0.52635 -4.87356
H -0.93635 -1.97559 -4.09080
H 3.70439 -0.05753 -1.00247
H 5.74534 1.40210 -2.14684
H 4.99068 1.84091 -4.72709
H 2.58972 0.65567 -5.03150
H 2.14865 -3.83662 -2.26170
H 3.02653 -5.40751 -4.34766
H 3.12952 -3.77004 -6.51347
H 2.48412 -1.29254 -5.63302
H -2.52912 1.74671 -0.70395
H -2.19745 4.28780 -1.64927
H -1.92319 4.05335 -4.35269
H -2.12644 1.41581 -4.90288
H -4.12530 0.66866 -4.56208
H -6.22071 -0.91488 -5.28126
H -5.98528 -3.19651 -3.82910
H -3.74799 -2.87712 -2.27162
C -1.67985 0.49926 7.06120
Si -0.41631 -0.70341 6.28092
C 1.14887 0.39085 6.40518
C -0.20774 -2.02103 7.63867
O -0.94221 -1.20448 4.85137
H -1.58444 0.52909 8.15679
H -2.69281 0.16122 6.81282
H -1.56943 1.52629 6.69326
H 1.41906 0.51130 7.46752
H 2.02109 -0.02699 5.88771
H 0.97592 1.40219 6.00914
H -1.07175 -2.70048 7.61908
H 0.69527 -2.63355 7.51716
H -0.16750 -1.58699 8.65053